ORCA calculation (ωB97M-V/def2-TZVPD) on C6H7FN2O in the gas phase.

Energy (eV): -14077.43851
SMILES: [H]/N=c1\ccon1C/C=C/F
ΔE to the lowest compared entry with this formula, charge and spin (kcal per mole): 51.9

```
! RIJCOSX wB97M-V def2-TZVPD def2/J DEFGRID3
* xyz 0 1
C -1.79 1.25 0.45
C -2.42 0.11 0.80
C -0.60 0.85 -0.31
C 0.39 -1.46 -0.57
C 1.51 -1.00 0.31
C 2.31 -0.06 -0.14
N -0.71 -0.52 -0.43
N 0.38 1.50 -0.80
O -1.79 -0.98 0.33
F 3.23 0.52 0.65
H -2.06 2.25 0.70
H -3.31 -0.08 1.37
H 0.01 -2.43 -0.28
H 0.69 -1.47 -1.62
H 1.50 -1.28 1.35
H 2.37 0.28 -1.16
H 0.30 2.50 -0.68
*
```

ORCA calculation (ωB97M-V/def2-TZVPD) on C6H7FS in the gas phase.

Energy (eV): -19885.48144
SMILES: C=C1[C@H](S)C=C[C@@H]1F
ΔE to the lowest compared entry with this formula, charge and spin (kcal per mole): 54.4

```
! RIJCOSX wB97M-V def2-TZVPD def2/J DEFGRID3
* xyz 0 1
C -0.09 1.05 0.07
C 0.54 0.80 -1.27
C 0.79 -0.55 -1.46
C 0.63 -1.35 -0.26
C -0.19 -0.41 0.68
C -0.68 -0.59 1.88
H -1.37 3.04 -0.40
H 0.60 1.74 0.69
H 0.53 1.58 -2.04
H 1.17 -1.25 -2.29
H 1.54 -1.76 0.35
H -1.04 0.23 2.70
H -0.59 -1.71 2.04
F -0.07 -2.58 -0.64
S -1.75 1.75 -0.06
*
```

ORCA calculation (ωB97M-V/def2-TZVPD) on C6H7FS in the gas phase.

Energy (eV): -19884.63927
SMILES: C=C(/C=C/C=S)CF
ΔE to the lowest compared entry with this formula, charge and spin (kcal per mole): 73.8

```
! RIJCOSX wB97M-V def2-TZVPD def2/J DEFGRID3
* xyz 0 1
C 1.43 -1.24 -0.02
C 1.02 0.15 -0.17
C 1.83 1.11 -0.35
C -0.41 0.58 0.15
C -1.50 -0.21 0.28
C -2.83 0.34 0.25
H 1.03 -1.64 0.95
H 1.18 -1.94 -0.98
H 1.30 2.03 -0.57
H 3.03 0.96 -0.57
H -0.72 1.60 0.38
H -1.27 -1.33 0.19
H -2.87 1.42 0.68
F 2.87 -1.15 0.05
S -4.10 -0.67 -0.27
*
```

ORCA calculation (ωB97M-V/def2-TZVPD) on a molecular structure, C6H7FS.

Energy (eV): -19882.90850
ΔE to the lowest compared entry with this formula, charge and spin (kcal per mole): 113.7

```
! RIJCOSX wB97M-V def2-TZVPD def2/J DEFGRID3
* xyz 0 1
C -2.28 -0.58 0.43
C -0.83 0.12 0.32
C 0.19 1.01 -0.27
C 1.41 -0.08 -0.29
C 2.73 0.24 0.07
C -1.02 -1.17 -0.39
H -2.64 -0.78 1.44
H -0.57 0.03 1.35
H 0.35 1.97 0.38
H -0.17 1.29 -1.34
H 3.63 -0.42 0.03
H 2.96 1.19 0.11
H -1.33 -1.09 -1.39
F -3.18 -0.03 -0.37
S 0.75 -1.69 -0.08
*
```

ORCA calculation (ωB97M-V/def2-TZVPD) on a molecular structure, C6H7FeO6.

Energy (eV): -53003.26929
ΔE to the lowest compared entry with this formula, charge and spin (kcal per mole): 0.0

```
! RIJCOSX wB97M-V def2-TZVPD def2/J DEFGRID3
* xyz 0 6
O 0.37 -3.92 -0.15
C 0.64 -2.92 0.57
O -0.46 -2.49 1.24
O 1.42 -1.97 0.33
Fe -1.41 -4.20 0.69
C -0.12 -0.87 1.39
C -0.87 -0.07 0.33
C -0.74 1.40 0.54
C -0.47 2.30 -0.40
O -0.31 1.95 -1.73
C 0.89 1.89 -2.31
O 1.00 1.84 -3.51
O 1.94 1.91 -1.50
H 0.84 -0.40 1.67
H -0.61 -0.79 2.36
H -1.94 -0.35 0.38
H -0.52 -0.36 -0.67
H -0.92 1.80 1.55
H -0.43 3.38 -0.21
H 1.70 1.86 -0.56
*
```

ORCA calculation (ωB97M-V/def2-TZVPD) on C6H7I in the gas phase.

Energy (eV): -14430.15543
SMILES: C[C@]12C[C@@]13C[C@]23I
ΔE to the lowest compared entry with this formula, charge and spin (kcal per mole): 105.1

```
! RIJCOSX wB97M-V def2-TZVPD def2/J DEFGRID3
* xyz 0 1
C -0.09 -0.23 -1.47
C -0.54 1.74 0.52
C 0.01 0.87 -0.51
C 0.32 -0.41 0.08
C -0.89 0.25 0.77
C 1.34 -1.34 0.68
I -3.21 -0.08 -0.03
H -1.12 -0.56 -1.64
H 0.73 -0.33 -2.18
H 0.31 2.21 1.04
H -1.33 2.54 0.15
H 1.29 -2.34 0.21
H 0.93 -1.48 1.63
H 2.25 -0.83 0.78
*
```

ORCA calculation (ωB97M-V/def2-TZVPD) on 2 unconnected molecules or ions with the total composition C6H7IN4.

Energy (eV): -20390.62421
ΔE to the lowest compared entry with this formula, charge and spin (kcal per mole): 104.1

```
! RIJCOSX wB97M-V def2-TZVPD def2/J DEFGRID3
* xyz 0 1
C 1.59 0.27 -1.35
C 1.14 1.21 -0.46
C -1.02 -1.27 0.31
C -1.46 -0.27 1.16
C 2.71 0.33 -2.30
C -3.10 -0.54 2.51
N 0.95 -0.93 -1.17
N -0.77 0.89 1.07
N 0.06 -0.70 -0.30
N 0.16 0.62 0.22
I 1.68 3.17 -0.08
H -1.44 -2.25 0.25
H 2.37 0.24 -3.32
H 3.14 1.27 -2.11
H 3.47 -0.31 -1.91
H -3.26 -1.37 1.77
H -3.70 0.32 2.43
H -2.52 -0.67 3.29
*
```

ORCA calculation (ωB97M-V/def2-TZVPD) on a molecular structure, C6H7IO2S.

Energy (eV): -29361.15670
ΔE to the lowest compared entry with this formula, charge and spin (kcal per mole): 94.4

```
! RIJCOSX wB97M-V def2-TZVPD def2/J DEFGRID3
* xyz 0 1
C 2.10 -1.13 0.15
C 3.40 -0.95 -0.13
C 2.01 0.77 -1.34
C 1.24 -0.10 -0.34
C -2.34 0.08 0.50
C -0.08 0.20 -0.17
O -1.04 -0.47 0.64
O -0.25 0.46 -3.55
S 3.74 0.37 -1.19
I 1.56 0.36 -3.55
H 1.62 -2.00 0.59
H 4.20 -1.55 0.17
H 1.86 1.80 -1.17
H -2.43 1.05 0.85
H -3.00 -0.50 1.17
H -2.76 0.24 -0.51
H -0.63 1.01 -0.61
*
```